A molecular structure, C3H6ClF in a non-equilibrium geometry. Source: the Open Molecules 2025 dataset; level of theory: the ωB97M-V functional and the def2-TZVPD basis.

```
11
Properties=species:S:1:pos:R:3:forces:R:3:nbo_charge:R:1
Cl 2.79812 0.00547 -0.18308 -0.8 -0.8 -0.1 -0.07
F 0.85094 1.55965 -0.23726 0.4 -0.1 0.4 -0.37
C -0.01749 -0.61927 -0.21687 2.7 -3.9 -2.9 -0.55
C -1.29061 0.13884 -0.15218 -4.3 1.0 3.0 -0.66
C 1.03736 0.25593 0.23015 2.9 3.1 0.8 0.23
H 0.17427 -1.19655 -1.25662 -0.2 1.8 2.1 0.24
H -2.21022 -0.01557 -1.29589 3.2 0.6 4.1 0.27
H 0.37423 -1.40658 0.53148 -2.4 0.0 -0.9 0.23
H -1.05309 1.47914 0.25926 -1.3 -4.6 -1.8 0.28
H -1.73029 -0.42142 0.96587 0.1 2.1 -3.6 0.22
H 1.06678 0.22036 1.35513 -0.2 0.8 -1.1 0.18
```
Forces are in eV/Å.

Results
M = 96.53 g mol⁻¹
total charge = 0
multiplicity = 1
HOMO = -10.8 eV

=====

C3H6ClFO in the gas phase in a non-equilibrium geometry. Source: the Open Molecules 2025 dataset; level of theory: the ωB97M-V functional and the def2-TZVPD basis.

```
12
Properties=species:S:1:pos:R:3:forces:R:3:nbo_charge:R:1
Cl -1.99858 -0.37240 -0.33152 -0.7 -0.4 -1.3 -0.04
F 2.56598 -0.57378 -0.05501 -0.7 -0.3 0.0 -0.40
O 0.60871 1.44140 -0.54481 0.3 2.5 -0.2 -0.73
C -0.93384 0.21237 0.90546 0.8 1.6 0.1 -0.41
C 1.14121 -0.81496 -0.13107 2.4 -0.9 2.6 0.04
C 0.53046 0.41710 0.42793 -2.1 0.5 -1.2 0.04
H 1.00348 -0.96331 -1.15338 -0.9 -0.5 -1.5 0.20
H -1.35284 1.19776 1.21555 0.5 -0.8 0.1 0.22
H 0.81811 2.39492 -0.21406 -0.6 -3.0 -0.4 0.49
H 1.15180 0.69973 1.20411 1.0 0.4 2.2 0.19
H 0.99679 -1.71583 0.56822 -0.2 1.2 -1.4 0.18
H -1.03182 -0.53662 1.65495 0.3 -0.2 1.0 0.22
```
Forces are in eV/Å.

Results
M = 112.53 g mol⁻¹
total charge = 0
multiplicity = 1
HOMO = -10.5 eV
structure (SMILES) = O[C@H](CF)CCl

=====

2 unconnected molecules or ions with the total composition C3H6ClIS in a non-equilibrium geometry. Source: the Open Molecules 2025 dataset; level of theory: the ωB97M-V functional and the def2-TZVPD basis.

```
12
Properties=species:S:1:pos:R:3:forces:R:3:nbo_charge:R:1
I -2.92674 0.12789 0.23165 0.0 0.0 0.0 0.08
Cl 1.26401 -1.92086 0.11771 0.0 0.6 -0.1 -0.07
S 1.42929 2.06442 0.88252 -0.4 -0.1 -0.8 0.04
C -0.47707 -1.44639 0.09910 -0.7 -1.3 -3.0 -0.49
C 0.12119 1.67865 -0.24992 -1.2 -3.0 0.0 -0.48
C -0.85717 -0.18954 0.68060 -0.1 4.3 0.3 -0.34
H -0.86033 -0.04963 1.77601 0.8 0.0 -0.6 0.21
H 0.37904 1.34268 -1.32194 -0.2 0.4 2.0 0.22
H 2.05506 0.95002 0.49246 0.5 0.0 0.3 0.14
H -0.91330 -1.36203 -0.99657 1.4 -0.8 1.9 0.23
H -0.92762 -2.30006 0.59792 -0.4 0.0 -0.1 0.23
H -0.75193 2.33425 -0.24794 0.3 -0.1 0.3 0.22
```
Forces are in eV/Å.

Results
M = 236.51 g mol⁻¹
total charge = 0
multiplicity = 1
HOMO = -8.3 eV

=====

2 unconnected molecules or ions with the total composition C3H6ClN in a non-equilibrium geometry. Source: the Open Molecules 2025 dataset; level of theory: the ωB97M-V functional and the def2-TZVPD basis.

```
11
Properties=species:S:1:pos:R:3:forces:R:3:nbo_charge:R:1
Cl -2.54590 -0.04103 0.30893 1.7 -0.2 -0.3 -0.56
N -0.02105 1.54601 -0.05937 0.5 -4.0 -3.8 -0.77
C 0.49909 -0.84503 -0.76276 0.4 2.2 0.3 -0.47
C -0.15750 0.17102 0.04197 -2.6 2.8 1.0 0.44
C 0.46741 -0.88744 0.78754 -0.1 0.2 -0.2 -0.46
H -0.16875 2.12591 0.70059 -0.7 1.2 1.3 0.41
H -0.11492 -1.40017 -1.40603 -0.5 -1.3 -0.3 0.26
H 1.22484 -0.62042 1.48388 1.2 0.1 -0.1 0.24
H -0.26324 1.78925 -1.06243 0.3 0.5 2.3 0.41
H -0.16177 -1.61455 1.22780 -0.8 -0.6 0.0 0.27
H 1.24180 -0.22356 -1.26013 0.7 -0.9 -0.1 0.23
```
Forces are in eV/Å.

Results
M = 91.54 g mol⁻¹
total charge = 0
multiplicity = 1
HOMO = -9.2 eV

=====

C3H6ClN in the gas phase in a non-equilibrium geometry. Source: the Open Molecules 2025 dataset; level of theory: the ωB97M-V functional and the def2-TZVPD basis.

```
11
Properties=species:S:1:pos:R:3:forces:R:3:nbo_charge:R:1
Cl -3.27163 0.25375 -0.35067 0.2 -0.7 -0.1 0.08
N -1.76701 0.25632 0.49751 1.5 0.0 -0.8 -0.42
C -1.08230 -0.98113 0.79500 1.0 -2.1 2.0 -0.27
C -0.45149 -0.26628 -0.30308 -1.0 2.7 2.2 -0.08
C 0.65029 0.66293 0.14232 0.7 -0.8 -3.9 -0.61
H 0.58962 0.79104 1.14949 -0.5 1.3 2.7 0.22
H -1.47440 -2.01328 0.66442 -0.2 1.0 -0.1 0.22
H 0.69865 1.55575 -0.53089 0.0 -0.5 1.1 0.22
H -0.46412 -0.91049 1.80564 -1.5 -0.2 -2.0 0.20
H 1.58161 0.11274 0.05046 0.5 -0.1 -0.4 0.21
H -0.54107 -0.40288 -1.34502 -0.5 -0.7 -0.8 0.22
```
Forces are in eV/Å.

Results
M = 91.54 g mol⁻¹
total charge = 0
multiplicity = 1
HOMO = -9.3 eV
structure (SMILES) = C[C@H]1CN1Cl

=====

A gas-phase ion, C3H6ClN3 (charge +2) in a non-equilibrium geometry. Source: the Open Molecules 2025 dataset; level of theory: the ωB97M-V functional and the def2-TZVPD basis.

```
13
Properties=species:S:1:pos:R:3:forces:R:3:nbo_charge:R:1
Cl -3.60063 0.21923 0.71472 1.8 0.3 -0.5 0.38
N 0.57543 -1.24056 -1.66916 -1.0 1.8 6.7 -0.45
N 1.29068 -0.04090 0.23103 -1.4 2.0 2.7 -0.37
N -0.94204 0.82139 0.57868 -3.4 2.6 -1.5 -0.57
C 1.34990 -0.41091 -1.09266 0.8 -1.9 -6.0 0.16
C 0.37573 0.57469 0.90982 1.2 -2.0 0.1 0.44
C -1.95061 -0.04061 0.65310 0.0 0.5 0.5 0.25
H 0.77373 -1.44438 -2.56551 1.0 -0.6 -4.2 0.39
H 0.65789 0.74596 1.92913 0.0 0.8 0.6 0.26
H -1.22335 1.86108 0.41227 0.7 -1.8 0.5 0.51
H -1.62678 -1.03096 0.83327 0.0 -1.3 0.0 0.25
H 2.18147 -0.00224 -1.74002 -0.3 0.1 1.6 0.26
H 2.13858 -0.01178 0.80533 0.6 -0.6 -0.6 0.49
```
Forces are in eV/Å.

Results
M = 119.55 g mol⁻¹
total charge = +2
multiplicity = 1
HOMO = -19.6 eV
structure (SMILES) = [H]/N=C/[NH+]=C\[NH+]=C\Cl

=====

C3H6ClN3O in the gas phase in a non-equilibrium geometry. Source: the Open Molecules 2025 dataset; level of theory: the ωB97M-V functional and the def2-TZVPD basis.

```
14
Properties=species:S:1:pos:R:3:forces:R:3:nbo_charge:R:1
Cl -0.15947 3.13477 -0.90195 -0.4 -1.6 1.4 -0.10
O 1.58180 0.10520 -0.12051 0.0 0.8 -3.7 -0.64
N -1.80740 -0.12761 0.37704 -1.1 1.2 0.4 -0.58
N -0.63347 -2.55002 -0.53962 4.8 -2.2 0.0 -0.56
N 0.25084 -0.40516 -0.73808 4.1 -0.4 3.5 -0.20
C -0.68839 0.35929 0.13968 1.6 0.7 -1.4 0.40
C 0.51847 -1.96028 -0.48354 -2.6 1.8 1.2 0.22
C -0.17010 1.85823 0.51556 0.7 0.7 2.2 -0.44
H -0.81471 2.29705 1.51741 1.6 -1.2 -3.3 0.24
H 1.88437 0.71793 -0.88202 -0.4 -1.4 1.8 0.48
H -2.38996 0.65381 0.73420 0.2 -0.8 0.2 0.35
H 0.98089 1.87323 0.81905 -3.1 -0.2 -0.5 0.27
H -0.20146 -3.52253 -0.40662 -1.9 0.6 0.0 0.34
H 1.64859 -2.43392 -0.03060 -3.4 2.1 -1.8 0.23
```
Forces are in eV/Å.

Results
M = 135.55 g mol⁻¹
total charge = 0
multiplicity = 1
HOMO = -10.2 eV
structure (SMILES) = [H]/N=C/N(O)/C(CCl)=N/[H]

=====

2 unconnected molecules or ions with the total composition C3H6ClNO in a non-equilibrium geometry. Source: the Open Molecules 2025 dataset; level of theory: the ωB97M-V functional and the def2-TZVPD basis.

```
12
Properties=species:S:1:pos:R:3:forces:R:3:nbo_charge:R:1
Cl -1.08329 2.39105 1.01168 -0.1 -0.4 0.3 0.10
O -0.60170 -1.23793 0.08677 0.4 0.6 -0.2 -0.44
N 0.26940 1.84713 0.00337 0.9 1.1 -0.5 -0.39
C 1.66783 0.31762 -1.30522 1.7 -1.4 -2.5 -0.75
C 0.77467 0.82765 -0.34487 -2.3 -0.1 1.6 0.43
C -1.49933 -1.11306 1.14417 0.9 0.7 -0.1 -0.31
H 2.63215 0.92349 -1.48216 -1.7 -0.8 0.2 0.25
H 1.05044 0.15465 -2.23772 0.7 0.8 0.6 0.28
H -1.04920 -1.42773 2.09041 0.2 0.4 0.3 0.15
H -2.22365 -1.92294 0.97203 -0.7 0.7 -0.2 0.21
H 1.90748 -0.73831 -1.14402 0.3 0.3 0.6 0.27
H -1.84479 -0.02163 1.20558 -0.3 -1.9 0.0 0.19
```
Forces are in eV/Å.

Results
M = 107.54 g mol⁻¹
total charge = 0
multiplicity = 1
HOMO (alpha / beta) = -7.6 / -9.9 eV

=====

A molecular structure, C3H6ClNO in a non-equilibrium geometry. Source: the Open Molecules 2025 dataset; level of theory: the ωB97M-V functional and the def2-TZVPD basis.

```
12
Properties=species:S:1:pos:R:3:forces:R:3:nbo_charge:R:1
Cl -0.13477 -1.43358 2.57535 0.0 0.2 0.4 -0.12
O -0.76444 -0.41478 -1.55977 -0.6 -2.9 4.8 -0.78
N -2.17506 -0.75952 0.99759 -3.5 1.1 -1.5 -0.60
C -0.99502 -0.88876 1.06850 3.0 -0.8 1.8 0.30
C 0.02441 -0.94717 0.04242 -1.2 0.5 -6.0 0.02
C 1.22722 -0.04743 -0.00928 -1.2 2.8 -2.4 -0.65
H 2.02786 -0.60233 0.27341 2.7 -1.2 1.5 0.22
H 1.13996 0.97620 0.52635 0.0 -2.0 -0.7 0.24
H 1.49837 0.20244 -1.13946 -1.0 -0.6 2.3 0.26
H -1.55003 -0.99222 -1.25118 1.1 1.7 -1.6 0.45
H -2.80480 -0.75990 1.76865 -0.1 -0.3 0.8 0.39
H 0.06520 -2.04568 -0.27263 0.9 1.6 0.6 0.25
```
Forces are in eV/Å.

Results
M = 107.54 g mol⁻¹
total charge = 0
multiplicity = 1
HOMO = -10.3 eV

=====

2 unconnected molecules or ions with the total composition C3H6ClNO in a non-equilibrium geometry. Source: the Open Molecules 2025 dataset; level of theory: the ωB97M-V functional and the def2-TZVPD basis.

```
12
Properties=species:S:1:pos:R:3:forces:R:3:nbo_charge:R:1
Cl 1.34957 1.35871 1.31078 0.1 0.2 0.0 -0.03
O -1.67065 0.85817 -1.91383 1.0 0.4 -0.1 -0.24
N -0.55947 0.98585 -2.35701 -0.5 -0.4 -0.2 -0.01
C 0.32129 0.01596 0.90123 -0.2 -0.2 0.0 -0.01
C -0.93514 0.00097 1.30730 0.0 0.1 0.1 -0.41
C 0.98150 -1.02598 0.06590 0.0 0.0 0.0 -0.66
H -1.58247 -0.81922 1.05179 0.0 -0.2 -0.1 0.21
H -1.36715 0.79528 1.89041 0.0 0.2 0.1 0.22
H 1.17203 -0.64117 -0.93617 0.1 0.0 -0.1 0.22
H 0.01503 1.68915 -1.80817 -0.5 0.0 0.3 0.25
H 1.93551 -1.31787 0.50138 0.0 0.0 0.0 0.23
H 0.33995 -1.89986 -0.01363 0.0 0.0 0.0 0.23
```
Forces are in eV/Å.

Results
M = 107.54 g mol⁻¹
total charge = 0
multiplicity = 1
HOMO (alpha / beta) = -9.5 / -9.5 eV
structure (SMILES) = C=C(C)Cl.N=O